(1)
{"formula": "C25H37BrIN8OSTl", "method": "ωB97M-V with the def2-TZVPD basis set", "elements": ["Tl", "C", "C", "N", "C", "C", "N", "C", "C", "N", "C", "C", "N", "C", "C", "C", "C", "C", "C", "C", "N", "H", "H", "H", "H", "H", "H", "H", "H", "H", "H", "H", "H", "H", "H", "H", "H", "H", "H", "H", "H", "H", "H", "H", "Br", "C", "C", "C", "C", "C", "C", "H", "H", "H", "H", "C", "N", "C", "N", "S", "H", "H", "H", "H", "H", "H", "N", "C", "O", "C", "I", "H", "H", "H", "H"], "positions_angstrom": [[0.801, -0.006, 0.120], [-1.208, -4.177, -1.776], [-0.439, -2.903, -2.134], [0.766, -2.802, -2.542], [1.798, -3.852, -2.625], [2.981, -3.503, -1.635], [2.512, -2.877, -0.427], [3.266, -2.960, 0.786], [2.652, -2.378, 2.087], [1.301, -1.758, 1.944], [0.866, -0.905, 3.008], [-0.636, -0.723, 3.021], [-1.121, -0.165, 1.762], [-2.425, -0.148, 1.641], [-3.369, -0.231, 2.831], [-3.027, -0.689, -0.979], [-2.928, 0.645, -1.768], [-1.578, 0.712, -2.381], [-0.833, -0.417, -2.558], [-1.210, -1.697, -1.970], [-2.206, -1.752, -1.090], [-1.887, -3.873, -0.971], [-0.480, -4.947, -1.410], [-1.748, -4.572, -2.634], [2.208, -3.757, -3.666], [1.499, -4.911, -2.512], [3.721, -2.796, -2.042], [3.618, -4.396, -1.435], [1.504, -2.792, -0.400], [4.175, -2.339, 0.631], [3.588, -3.975, 0.975], [3.272, -1.563, 2.420], [2.728, -3.151, 2.860], [0.602, -2.468, 1.759], [1.305, 0.089, 2.836], [1.223, -1.232, 3.941], [-0.822, -0.103, 3.919], [-1.026, -1.683, 3.257], [-2.802, 0.174, 3.676], [-3.819, -1.217, 2.958], [-4.194, 0.475, 2.677], [-3.736, 0.727, -2.481], [-1.187, 1.643, -2.779], [0.132, -0.379, -3.110], [-7.258, 2.190, -0.058], [-5.612, 1.302, -0.270], [-4.482, 2.097, -0.346], [-3.201, 1.395, -0.435], [-3.088, 0.040, 0.344], [-4.297, -0.812, -0.098], [-5.496, -0.133, -0.227], [-4.536, 3.174, -0.264], [-2.400, 2.141, -0.166], [-4.394, -1.869, 0.289], [-6.481, -0.633, -0.384], [4.195, 2.609, -2.040], [3.524, 3.454, -2.967], [2.252, 3.826, -2.855], [1.787, 4.058, -1.608], [1.358, 4.088, -4.274], [4.829, 1.888, -2.587], [3.433, 2.014, -1.513], [4.682, 3.070, -1.246], [3.757, 3.256, -3.950], [2.072, 3.577, -0.739], [0.831, 4.368, -1.593], [3.022, 3.959, 2.878], [1.939, 3.579, 2.127], [2.019, 3.143, 0.978], [0.615, 3.823, 2.775], [-0.537, 5.487, 1.765], [3.890, 3.658, 2.378], [3.081, 3.995, 3.889], [0.635, 3.989, 3.853], [0.031, 2.894, 2.561]], "multiplicity": 1, "charge": 0, "gap_ha": 0.149, "relative_energy_kj_mol": 370.9, "e_tot_ha": -4930.2734}

=====

(2)
{"formula": "C25H37ClN4O2", "method": "ωB97M-V with the def2-TZVPD basis set", "elements": ["C", "C", "C", "N", "C", "C", "C", "H", "H", "H", "H", "H", "H", "H", "C", "H", "C", "N", "C", "O", "C", "C", "C", "N", "C", "C", "H", "H", "H", "H", "C", "C", "C", "O", "C", "N", "C", "C", "C", "C", "C", "C", "H", "H", "Cl", "H", "H", "C", "H", "H", "H", "H", "H", "H", "H", "H", "H", "H", "H", "H", "H", "H", "H", "H", "H", "H", "H", "H", "H"], "positions_angstrom": [[-1.320, 2.159, -2.828], [-0.754, 3.571, -2.929], [-1.281, 4.470, -1.807], [-0.680, 4.129, -0.525], [-1.593, 4.307, 0.596], [-2.504, 3.093, 0.787], [-1.730, 1.873, 1.266], [-0.933, 1.637, 0.567], [-2.384, 1.008, 1.348], [-1.286, 2.060, 2.241], [-3.004, 2.859, -0.155], [-3.274, 3.348, 1.518], [-1.003, 4.439, 1.506], [-2.206, 5.215, 0.467], [0.602, 4.788, -0.316], [1.067, 4.968, -1.288], [1.537, 3.895, 0.501], [1.795, 2.674, -0.224], [3.028, 2.153, -0.363], [4.005, 2.660, 0.156], [3.156, 0.900, -1.238], [4.193, -0.035, -0.605], [3.622, -0.676, 0.657], [2.420, -1.429, 0.343], [1.395, -0.541, -0.177], [1.880, 0.096, -1.475], [2.114, -0.707, -2.178], [1.090, 0.700, -1.924], [0.495, -1.132, -0.366], [1.142, 0.239, 0.563], [1.933, -2.185, 1.485], [0.882, -3.157, 1.066], [0.897, -4.035, 0.015], [-0.277, -4.712, 0.030], [-0.961, -4.220, 1.088], [-0.305, -3.291, 1.725], [-2.277, -4.716, 1.415], [-2.871, -5.727, 0.659], [-4.130, -6.192, 0.984], [-4.800, -5.645, 2.068], [-4.223, -4.638, 2.830], [-2.965, -4.176, 2.503], [-2.491, -3.396, 3.077], [-4.759, -4.225, 3.671], [-6.375, -6.225, 2.476], [-4.593, -6.974, 0.403], [-2.339, -6.145, -0.182], [1.910, -4.309, -1.031], [2.408, -5.260, -0.844], [2.641, -3.506, -1.017], [1.436, -4.362, -2.009], [2.778, -2.735, 1.911], [1.511, -1.539, 2.272], [4.358, -1.366, 1.078], [3.423, 0.112, 1.405], [5.084, 0.536, -0.345], [4.464, -0.816, -1.316], [3.546, 1.258, -2.199], [0.993, 2.293, -0.698], [2.497, 4.388, 0.674], [1.085, 3.660, 1.471], [0.489, 5.761, 0.188], [-2.361, 4.331, -1.734], [-1.101, 5.527, -2.061], [-1.032, 4.006, -3.890], [0.336, 3.535, -2.885], [-0.857, 1.503, -3.561], [-2.393, 2.168, -3.009], [-1.151, 1.754, -1.834]], "multiplicity": 1, "smiles": "CCCN(CCC)CCNC(=O)C1CCN(Cc2nc(-c3ccc(Cl)cc3)oc2C)CC1", "charge": 0, "gap_ha": 0.313, "relative_energy_kj_mol": 0.0, "e_tot_ha": -1804.5618}

=====

(3)
{"formula": "C25H37HoN9OS3", "method": "ωB97M-V with the def2-TZVPD basis set", "elements": ["Ho", "S", "C", "N", "C", "C", "N", "C", "C", "C", "C", "C", "C", "C", "C", "S", "C", "C", "C", "C", "C", "C", "C", "H", "H", "H", "H", "H", "H", "H", "H", "H", "H", "H", "H", "H", "H", "H", "H", "H", "H", "C", "N", "C", "C", "N", "N", "C", "N", "N", "H", "H", "H", "H", "H", "H", "H", "H", "H", "H", "H", "O", "C", "N", "C", "S", "N", "C", "H", "H", "H", "H", "H", "H", "H", "H"], "positions_angstrom": [[-1.627, 0.032, -1.284], [-1.486, 0.038, 1.328], [0.219, 0.217, 1.557], [0.643, 0.578, 2.768], [2.075, 0.680, 3.022], [2.686, -0.539, 2.390], [2.426, -0.419, 0.961], [3.601, -0.541, 0.105], [4.537, 0.629, 0.297], [4.101, 1.918, 0.016], [4.946, 2.996, 0.205], [6.238, 2.797, 0.675], [6.676, 1.514, 0.953], [5.824, 0.436, 0.767], [1.218, -0.038, 0.553], [0.984, 0.126, -1.156], [-0.207, 0.666, 3.950], [-0.010, -0.532, 4.848], [0.448, -0.381, 6.145], [0.637, -1.488, 6.959], [0.375, -2.757, 6.473], [-0.082, -2.915, 5.171], [-0.275, -1.809, 4.364], [2.263, 0.735, 4.091], [2.478, 1.580, 2.549], [2.202, -1.437, 2.784], [3.755, -0.614, 2.571], [3.273, -0.625, -0.922], [4.112, -1.470, 0.365], [3.098, 2.074, -0.363], [4.601, 3.996, -0.022], [6.899, 3.639, 0.821], [7.681, 1.350, 1.316], [6.171, -0.568, 0.985], [-1.235, 0.757, 3.627], [0.052, 1.579, 4.490], [0.654, 0.611, 6.529], [0.991, -1.357, 7.972], [0.524, -3.621, 7.105], [-0.292, -3.904, 4.787], [-0.636, -1.932, 3.350], [-2.035, 2.201, -6.409], [-1.255, 1.249, -5.615], [-1.014, -0.028, -6.265], [-1.445, 1.193, -4.256], [-1.607, 0.135, -3.564], [-1.401, 2.480, -3.689], [-1.506, 2.994, -2.394], [-1.355, 4.379, -2.435], [-1.695, 2.304, -1.345], [-1.695, 2.131, -7.437], [-1.887, 3.227, -6.085], [-3.105, 1.977, -6.374], [-0.632, 0.172, -7.262], [-1.919, -0.641, -6.356], [-0.257, -0.584, -5.717], [-1.592, -0.736, -4.075], [-0.929, 3.128, -4.298], [-1.847, 4.851, -3.180], [-1.525, 4.829, -1.548], [-1.738, 2.828, -0.481], [-3.633, -0.034, -1.255], [-4.793, -2.886, 0.980], [-3.454, -2.828, 0.431], [-3.172, -2.807, -0.868], [-1.515, -2.662, -1.345], [-4.177, -2.921, -1.710], [-4.072, -2.896, -3.150], [-4.716, -2.853, 2.061], [-5.306, -3.809, 0.702], [-5.385, -2.027, 0.654], [-2.666, -2.741, 1.047], [-5.105, -2.963, -1.327], [-3.021, -2.836, -3.407], [-4.595, -2.026, -3.546], [-4.490, -3.803, -3.585]], "multiplicity": 5, "charge": 1, "gap_ha": [0.166, 0.169], "e_tot_ha": -3685.4076}

=====

(4)
{"formula": "C25H37MnO", "method": "ωB97M-V with the def2-TZVPD basis set", "elements": ["C", "C", "C", "C", "C", "Mn", "C", "C", "H", "C", "H", "H", "C", "H", "H", "H", "C", "H", "H", "H", "C", "H", "H", "H", "C", "H", "H", "H", "C", "H", "H", "H", "C", "H", "H", "H", "C", "H", "H", "H", "C", "C", "C", "C", "H", "C", "H", "C", "H", "H", "H", "C", "C", "C", "O", "C", "H", "H", "H", "H", "H", "H", "H", "H"], "positions_angstrom": [[1.269, -1.765, 0.415], [1.771, -1.089, -0.748], [0.887, -1.364, -1.855], [-0.163, -2.234, -1.377], [0.064, -2.472, 0.034], [-0.267, -0.408, -0.308], [-2.195, 1.558, -1.599], [-2.050, 0.958, -0.268], [-1.935, 1.666, 0.577], [-2.180, -0.527, 0.060], [-2.820, -1.073, -0.662], [-2.435, -0.705, 1.128], [-2.897, 2.952, -1.657], [-2.374, 3.643, -0.961], [-2.744, 3.377, -2.674], [-4.013, 2.952, -1.417], [-2.480, 0.612, -2.792], [-1.604, -0.078, -2.946], [-3.442, -0.020, -2.721], [-2.534, 1.219, -3.715], [3.074, -0.385, -0.829], [3.266, 0.186, 0.089], [3.907, -1.096, -0.958], [3.095, 0.315, -1.671], [1.124, -0.974, -3.271], [1.617, 0.004, -3.331], [1.770, -1.710, -3.776], [0.186, -0.916, -3.838], [-1.200, -2.897, -2.206], [-1.296, -2.415, -3.186], [-0.949, -3.954, -2.382], [-2.182, -2.874, -1.715], [-0.716, -3.394, 0.898], [-1.765, -3.440, 0.582], [-0.310, -4.417, 0.863], [-0.690, -3.065, 1.946], [1.978, -1.887, 1.711], [1.282, -2.118, 2.527], [2.732, -2.691, 1.681], [2.503, -0.956, 1.960], [1.380, 2.224, -1.607], [0.038, 2.376, -2.050], [2.489, 2.764, -1.980], [0.155, 2.665, -3.459], [-0.923, 2.614, -1.532], [2.669, 3.064, -3.410], [3.559, 2.869, -1.140], [1.383, 2.916, -4.134], [-0.712, 2.598, -4.120], [3.606, 3.371, -3.897], [1.431, 3.113, -5.214], [0.256, 2.261, 3.963], [-0.784, 1.195, 4.331], [-0.581, 0.088, 3.297], [0.143, 0.639, 2.170], [0.646, 1.946, 2.518], [-0.131, 3.277, 4.064], [1.137, 2.165, 4.608], [-1.800, 1.600, 4.236], [-0.665, 0.814, 5.350], [0.013, -0.743, 3.718], [-1.534, -0.326, 2.932], [0.199, 2.664, 1.812], [1.736, 1.946, 2.377]], "multiplicity": 4, "charge": 1, "gap_ha": [0.247, 0.261], "relative_energy_kj_mol": 707.7, "e_tot_ha": -2200.5020}

=====

multiplicity of number 2 (C25H37ClN4O2)?
1

=====

Number 1 is which compound?
C25H37BrIN8OSTl

=====

What is the formula in the fourth record?
C25H37MnO